Record 1
# C21H43N2P3PtS2

A structure of composition C21H43N2P3PtS2 (ωB97M-V with the def2-TZVPD basis set, the Open Molecules 2025 dataset).

XYZ file:
```
72
Properties=species:S:1:pos:R:3:mulliken_spin:R:1
Pt -0.3664 -0.2111 0.5737 0.8631
P -1.2136 -2.3159 0.0396 0.3234
P 1.9289 -0.7539 0.3061 0.2829
P -2.3831 0.8161 -0.0180 0.2646
H 0.6167 4.1228 -3.0643 -0.0025
C -0.1924 4.2600 -2.3069 0.0733
C 0.0846 4.3665 -0.9908 0.0444
H 1.0907 4.5905 -0.6203 0.0056
C -1.2511 -2.7096 -1.7410 0.0384
C -0.3286 -3.6903 0.8331 0.0355
C -2.8940 -2.5171 0.7091 0.0180
C 3.3058 0.4633 0.3495 0.0168
C 2.5205 -1.8669 1.6381 0.0288
C 2.2616 -1.6044 -1.2952 0.0669
C -2.3414 2.5651 -0.5060 0.0040
C -3.3889 0.9160 1.5044 0.0205
C -3.4696 0.1517 -1.3486 0.0195
H -1.1581 4.5151 -2.7669 -0.0012
H -0.7104 4.3986 -0.2439 0.0038
H -1.5034 -3.7752 -1.8530 0.0139
H -0.2740 -2.5183 -2.2009 0.0016
H -1.9978 -2.1027 -2.2622 -0.0178
H -0.9320 -4.5964 0.6817 0.0075
H -0.2104 -3.5199 1.9110 0.0021
H 0.6563 -3.8470 0.3820 -0.0007
H -2.9380 -3.4817 1.2343 0.0012
H -3.6180 -2.5307 -0.1151 -0.0024
H -3.1804 -1.7402 1.4335 0.0102
H 4.0306 0.1555 1.1129 0.0061
H 2.9453 1.4578 0.6311 0.0063
H 3.8461 0.4939 -0.6065 -0.0027
H 1.8510 -2.7155 1.8105 -0.0004
H 2.6467 -1.2704 2.5549 -0.0035
H 3.5012 -2.2521 1.3324 0.0016
H 3.2794 -2.0235 -1.2710 0.0085
H 2.1763 -0.8701 -2.1164 -0.0172
H 1.5670 -2.4359 -1.4759 -0.0098
H -3.3701 2.9236 -0.6255 0.0068
H -1.7984 2.7482 -1.4375 -0.0063
H -1.8826 3.1471 0.2971 0.0066
H -3.8728 1.9013 1.5065 0.0017
H -2.7581 0.8517 2.3977 0.0018
H -4.1593 0.1347 1.5091 -0.0022
H -3.8755 0.9866 -1.9448 0.0023
H -4.3070 -0.4233 -0.9348 0.0009
H -2.9197 -0.4979 -2.0334 -0.0003
C 1.8730 1.4193 -3.1231 0.1281
C 0.8738 0.9377 -3.9793 0.0521
C 1.2215 0.6060 -5.2832 0.0197
C 2.5573 0.6787 -5.6883 0.1915
C 3.5561 1.0937 -4.8099 0.0020
C 3.2352 1.4332 -3.4835 0.0762
S 1.3125 2.0073 -1.6027 0.3588
H 0.0754 2.2921 -2.0359 0.0067
H -0.1371 0.8716 -3.5900 0.0073
H 0.4396 0.3307 -5.9850 0.0013
H 2.8402 0.4200 -6.7129 -0.0005
H 4.5815 1.1718 -5.1809 0.0024
H 3.9676 1.7890 -2.7450 -0.0005
C 0.6503 1.1616 5.5996 -0.0017
N 0.0766 -0.0604 5.0463 0.0678
C -0.2783 -1.1904 5.7747 0.0933
C -0.8271 -2.0641 4.9027 0.1314
N -0.7806 -1.4762 3.6653 0.0306
C -0.2126 -0.2476 3.7402 -0.0365
S 0.0981 0.9555 2.5526 0.7370
H 1.6602 1.3580 5.2257 0.0021
H 0.0045 2.0280 5.4276 0.0021
H 0.7345 0.9927 6.6686 0.0011
H -0.1405 -1.2703 6.8290 0.0047
H -1.2586 -3.0350 5.0084 0.0022
H -1.1365 -1.8990 2.8095 -0.0007
```

Results
HOMO (alpha / beta): -18.395 / -19.691 eV
Gap between HOMO and LUMO (alpha / beta): 7.8315 / 4.5369 eV
Net charge: +4
Multiplicity: 5

---

Record 2
# C21H44ClNOS

A cluster of 2 separate species, C21H44ClNOS in total (ωB97M-V with the def2-TZVPD basis set, the Open Molecules 2025 dataset).

XYZ file:
```
69
Properties=species:S:1:pos:R:3:nbo_charge:R:1
C -2.3764 -7.9240 -4.1719 -0.6281
C -2.5134 -6.9618 -2.9766 -0.4621
C -1.3612 -5.9397 -2.8865 -0.3865
C -0.0390 -6.5247 -2.3242 -0.4183
C 0.8060 -5.4001 -1.6853 -0.3969
C 1.0996 -4.2387 -2.6620 -0.3935
C 0.2688 -2.9781 -2.3222 -0.4037
C 0.4570 -1.8902 -3.4113 -0.4003
C 1.1626 -0.6143 -2.9341 -0.3916
C 0.4621 -0.0705 -1.6757 -0.3952
C 0.6205 1.4413 -1.4481 -0.3961
C 0.2869 1.7397 0.0186 -0.3916
C 0.5728 3.1934 0.4281 -0.4121
C 0.0896 3.3704 1.8804 -0.2507
N -0.2831 4.7874 2.1970 -0.3456
C -1.6408 5.0669 1.6079 -0.2502
C -2.8066 4.6705 2.5427 -0.0972
O -2.4728 3.7528 3.5600 -0.5017
C -1.3194 4.0875 4.3126 -0.0849
C -0.3798 5.0955 3.6529 -0.0677
C 0.9589 5.1417 4.4357 -0.4222
C 2.2786 5.0957 3.6191 -0.4253
C 3.3078 4.1375 4.2797 -0.5082
S 3.9365 2.8203 3.1792 -0.0119
H -3.3294 -7.9400 -4.7145 0.1832
H -2.1806 -8.9307 -3.8055 0.2472
H -1.6050 -7.5854 -4.8735 0.1733
H -2.5254 -7.5816 -1.9785 0.2842
H -3.4615 -6.4090 -3.0553 0.1611
H -1.6826 -5.1833 -2.1572 0.1715
H -1.1452 -5.4659 -3.8552 0.1644
H -0.2856 -7.3094 -1.6112 0.2699
H 0.5380 -6.9762 -3.1405 0.1804
H 1.7637 -5.8602 -1.4160 0.1955
H 0.2851 -5.0613 -0.7840 0.1895
H 0.9042 -4.4957 -3.7035 0.2021
H 2.1397 -3.9379 -2.4884 0.1853
H 0.6160 -2.6632 -1.3329 0.1826
H -0.7896 -3.2230 -2.2272 0.2145
H 1.0607 -2.3435 -4.2058 0.2067
H -0.5071 -1.6771 -3.8840 0.1999
H 1.1251 0.1243 -3.7442 0.1939
H 2.2136 -0.8211 -2.7133 0.2001
H 0.9456 -0.5574 -0.8199 0.1945
H -0.5806 -0.3972 -1.6284 0.2097
H -0.1208 1.9273 -2.0947 0.1986
H 1.6186 1.7863 -1.7308 0.2035
H -0.7816 1.5474 0.1542 0.2043
H 0.8947 1.0837 0.6500 0.2103
H 1.6343 3.4475 0.3530 0.2120
H 0.0224 3.8385 -0.2671 0.2034
H -0.7594 2.7066 2.0315 0.2489
H 0.9145 3.0527 2.5200 0.2335
H 0.3600 5.4444 1.7559 0.4425
H -1.7481 4.6546 0.6084 0.2420
H -1.6905 6.1539 1.4895 0.2249
H -3.3309 5.5428 2.9500 0.1893
H -3.5450 4.1657 1.9168 0.2253
H -1.6190 4.4450 5.3039 0.2127
H -0.7505 3.1649 4.4722 0.1990
H -0.8473 6.0816 3.7329 0.2225
H 0.9147 4.3698 5.2066 0.2266
H 0.9594 6.0817 4.9904 0.2396
H 2.7378 6.0838 3.6916 0.2350
H 2.1744 4.8838 2.5557 0.1930
H 4.1875 4.6882 4.6100 0.2352
H 2.8946 3.6466 5.1597 0.2165
H 3.1165 2.8243 2.1126 0.1005
Cl -1.8508 -9.1844 -1.2495 -0.8870
```

Results
HOMO: -4.638 eV
Gap between HOMO and LUMO: 2.8611 eV
Multiplicity: 1

---

Record 3
# C21H44N4O11

A cluster of 7 separate species, C21H44N4O11 in total (ωB97M-V with the def2-TZVPD basis set, the Open Molecules 2025 dataset).

XYZ file:
```
80
Properties=species:S:1:pos:R:3:mulliken_charge:R:1
C 2.8161 -0.7984 0.1842 -1.3582
C 3.0972 -2.3155 0.0907 0.7613
C 4.2252 -2.7967 0.9274 -0.5117
O 3.7415 -3.8494 1.6637 -0.3832
C 2.4225 -3.9904 1.4469 0.4792
O 1.6971 -4.9291 1.8146 -0.5818
O 2.0345 -3.0195 0.6668 -0.0630
H 2.0803 -0.4007 -0.5148 0.0453
H 3.6070 -0.1151 -0.1253 0.4464
H 2.5398 -0.4924 1.1932 0.4167
H 3.1561 -2.5585 -0.9702 0.2068
H 4.7760 -2.0741 1.5293 0.3353
H 4.9967 -3.2501 0.3050 0.2905
C -2.6609 3.3048 -4.0474 -1.6407
C -1.6758 2.1395 -3.8160 1.1603
C -2.3902 0.8396 -3.9954 -0.3509
O -1.4292 0.1347 -4.6767 -0.3648
C -0.4309 0.8599 -5.1406 0.7093
O 0.5908 0.4631 -5.6924 -0.6001
O -0.6894 2.1193 -4.7905 -0.4103
H -3.3229 3.2723 -3.1821 0.4052
H -3.2119 3.3821 -4.9847 0.3936
H -2.0875 4.2301 -3.9915 0.3789
H -1.2255 2.2105 -2.8260 -0.1550
H -3.2403 0.7579 -4.6726 0.2983
H -2.6137 0.2480 -3.1077 0.2039
C 3.8247 4.4790 -2.1058 -1.0732
N 2.8419 3.4222 -1.7928 0.1353
C 2.7833 2.3185 -2.7867 -0.6541
C 2.3014 3.3900 -0.5405 0.0591
O 1.7110 2.4371 -0.1359 -0.4699
H 3.5397 4.7390 -3.1252 0.3530
H 4.8666 4.1763 -2.0014 0.3233
H 3.6829 5.4567 -1.6451 0.3702
H 2.5502 2.6655 -3.7934 0.3469
H 2.1244 1.5203 -2.4449 -0.0197
H 3.7802 1.8781 -2.8020 0.3615
H 2.5307 4.3411 -0.0354 0.3149
C -0.0627 5.2433 2.1101 -0.9266
N -1.3873 5.0138 2.7520 0.0704
C -1.4872 5.9446 3.8779 -0.9465
C -2.3268 4.2425 2.2283 0.3163
O -3.4686 4.1561 2.6156 -0.6070
H 0.2256 6.2934 2.0640 0.3542
H -0.0142 4.7831 1.1232 0.2217
H 0.6660 4.6085 2.6143 0.3298
H -1.6533 6.9612 3.5216 0.3287
H -2.3780 5.6158 4.4131 0.3414
H -0.6058 5.9272 4.5190 0.3187
H -2.0746 3.6570 1.3306 0.1863
C -1.4481 -2.7217 3.2360 -1.1262
N -2.2768 -3.3771 4.2478 0.1504
C -3.3743 -4.2351 3.7997 -0.8514
C -1.9514 -3.2951 5.5346 0.0987
O -2.5460 -3.8116 6.4717 -0.5917
H -0.8099 -3.5177 2.8522 0.4565
H -0.8290 -1.9181 3.6350 0.3426
H -2.0014 -2.1747 2.4726 0.2829
H -4.0875 -4.5912 4.5430 0.2897
H -3.9102 -3.6279 3.0702 0.2992
H -3.0967 -5.1952 3.3646 0.3102
H -0.9420 -2.9247 5.7716 0.3227
C 0.5831 -4.2547 -1.4905 -0.6888
N -0.6976 -4.7640 -0.9891 0.0875
C -0.8890 -6.2128 -1.1143 -1.0668
C -1.5312 -3.9194 -0.3460 0.8956
O -2.5685 -4.2474 0.2193 -0.6866
H 1.4238 -4.8108 -1.0757 0.2766
H 0.5955 -3.1828 -1.2928 -0.0302
H 0.6544 -4.4538 -2.5598 0.4311
H -0.8289 -6.6030 -2.1302 0.3167
H -0.3200 -6.8074 -0.3996 0.3334
H -1.9310 -6.3441 -0.8224 0.3634
H -1.0104 -2.9495 -0.3311 -0.2194
C -1.1130 0.4915 0.2171 -0.5531
O -0.4620 0.6270 -0.9851 -0.1346
H -0.9159 -0.4888 0.6509 -0.0397
H -0.7660 1.1527 1.0112 0.2244
H -2.1868 0.6440 0.1083 0.3967
H 0.4640 0.8712 -0.9176 -0.0359
```

Results
HOMO: -8.708 eV
Gap between HOMO and LUMO: 8.7598 eV
Multiplicity: 1
SMILES: C[C@H]1COC(=O)O1.C[C@H]1COC(=O)O1.CN(C)C=O.CN(C)C=O.CN(C)C=O.CN(C)C=O.CO
Relative energy (zero: lowest compared OMol25 entry of this formula, charge and spin): 49.2 kJ/mol

---

Number 1: F_max 2.010 eV/A. Number 2: F_max 2.562 eV/A. Number 3: F_max 4.385 eV/A.